14
Properties=species:S:1:pos:R:3:forces:R:3:nbo_charge:R:1 method="wB97M-V/def2-TZVPD" max_force_ev_per_a=0.754 gap_ha=0.3362 multiplicity=1 homo_energy_ev=-8.581
C 1.28369 0.79735 -0.59445 0.074 0.206 0.009 -0.6553
C -0.14792 0.77167 -1.03013 -0.173 0.189 0.022 -0.3178
C -1.27809 0.73365 -0.32843 -0.045 0.020 -0.270 0.1283
O -1.42666 0.62375 1.01773 0.179 0.058 0.071 -0.7028
H 1.59969 1.78428 -0.93578 0.708 -0.144 -0.031 0.2176
H 1.52481 0.71607 0.46759 -0.389 0.062 -0.168 0.2243
H 1.83950 -0.00321 -1.10423 0.035 0.400 0.030 0.2171
H -0.23446 1.01726 -2.08580 -0.355 -0.399 0.033 0.2063
H -2.23795 0.78602 -0.83285 0.064 0.106 0.105 0.1797
H -0.55209 0.45966 1.41308 -0.165 -0.022 -0.015 0.4950
C -0.10253 -1.93051 0.99607 0.273 0.138 0.204 0.2929
O 0.65475 -1.10398 1.45171 -0.369 -0.657 0.009 -0.5392
H 0.26496 -2.90131 0.62859 0.070 0.011 0.011 0.1166
H -1.18770 -1.75072 0.93688 0.094 0.034 -0.011 0.1373

14
Properties=species:S:1:pos:R:3:forces:R:3:nbo_charge:R:1 method="wB97M-V/def2-TZVPD" max_force_ev_per_a=0.339 gap_ha=0.4053 smiles=O[C@H]1C[C@@H](O)C1 multiplicity=1 homo_energy_ev=-10.105
O -2.30307 0.17642 0.40445 -0.046 0.187 -0.231 -0.6957
C -0.95940 -0.15655 0.61065 0.215 -0.177 0.193 0.1093
C -0.16233 -0.88424 -0.48835 -0.024 -0.116 -0.109 -0.4626
C 1.07197 -0.09870 -0.00842 -0.123 -0.093 0.263 0.1009
O 1.94200 0.40744 -0.98984 0.144 -0.119 -0.188 -0.7088
C 0.12908 0.93795 0.62505 0.029 0.120 0.037 -0.4456
H -2.34653 0.71090 -0.39885 -0.097 -0.065 0.122 0.4616
H -0.92999 -0.73892 1.53622 -0.049 0.111 -0.080 0.1764
H -0.44473 -0.51443 -1.48272 -0.020 -0.039 0.149 0.2045
H -0.13633 -1.97697 -0.49101 -0.022 0.132 0.009 0.2097
H 1.61898 -0.64940 0.77152 -0.025 0.067 -0.178 0.1585
H 2.20835 -0.33350 -1.55052 0.054 0.214 0.109 0.4683
H -0.08575 1.71745 -0.11637 -0.021 -0.121 0.083 0.2099
H 0.39774 1.40255 1.57818 -0.014 -0.102 -0.179 0.2137

14
Properties=species:S:1:pos:R:3:forces:R:3:nbo_charge:R:1 method="wB97M-V/def2-TZVPD" max_force_ev_per_a=0.553 gap_ha=0.4098 smiles=COC[C@H]1CO1 multiplicity=1 homo_energy_ev=-10.095
C -2.32239 0.37150 -0.20782 -0.303 0.123 0.022 -0.2468
O -1.10656 -0.25202 -0.52943 0.033 -0.012 -0.074 -0.5345
C -0.13932 -0.08460 0.47334 0.280 0.027 0.037 -0.0788
C 1.14700 -0.73027 -0.00268 -0.424 0.188 0.300 0.0404
C 2.29385 0.08013 -0.39276 0.129 0.101 -0.394 -0.1077
O 2.23357 -0.52294 0.89265 0.042 -0.077 0.070 -0.4873
H -2.74561 -0.01699 0.73367 0.110 0.040 -0.170 0.1651
H -2.20048 1.46237 -0.10860 -0.017 -0.181 -0.021 0.1647
H -3.01696 0.16004 -1.02427 0.070 0.069 0.147 0.1955
H -0.48741 -0.52463 1.42633 0.180 -0.086 -0.234 0.1721
H 0.05379 0.98327 0.67839 -0.045 -0.139 -0.091 0.1651
H 1.05964 -1.72077 -0.44344 -0.053 -0.028 0.223 0.1884
H 2.19776 1.16647 -0.44261 0.068 -0.219 0.154 0.1805
H 3.03312 -0.37155 -1.05279 -0.069 0.195 0.031 0.1834